# C2H7N2OS

2 unconnected molecules or ions with the total composition C2H7N2OS at a distorted geometry (ωB97M-V/def2-TZVPD, the OMol25 dataset).

Geometry (Å):
C 1.62 -0.96 0.48
C -2.79 1.04 -0.67
N 2.13 -0.57 1.54
N 2.10 -0.67 -0.68
O -1.89 -0.12 -0.70
S -1.58 -0.88 0.61
H -2.92 1.44 0.23
H -3.55 0.62 -1.30
H -2.21 1.78 -1.26
H 3.01 -0.03 1.51
H 1.74 -0.84 2.42
H 2.83 -0.03 -0.69
H 1.52 -0.77 -1.48

As for the energy relative to the best compared isomer or geometry (same formula, charge and spin): 99.5 kcal/mol. The calculation puts the orbital gap (spin up / spin down) at 6.25 / 7.59 eV. The value obtained for the lowest unoccupied orbital energy (spin up / spin down) is -6.679 / -5.373 eV. Its charge is +1.

Mulliken population analysis, charges in e, atoms 1 to 8: C 0.3480; C -0.5053; N -0.2632; N -0.3267; O -0.1741; S 0.1152; H 0.3521; H 0.2484